(1)
{
  "formula": "C31H41O2PReS4Sb2",
  "method": "ωB97M-V/def2-TZVPD",
  "elements": ["Re", "O", "C", "O", "C", "C", "C", "C", "C", "C", "P", "C", "C", "C", "C", "C", "C", "C", "C", "C", "C", "C", "C", "H", "H", "H", "H", "H", "H", "H", "H", "H", "H", "H", "H", "H", "H", "S", "Sb", "S", "S", "S", "C", "C", "C", "C", "Sb", "C", "C", "C", "C", "C", "C", "C", "C", "H", "H", "H", "H", "H", "H", "H", "H", "H", "H", "H", "H", "H", "H", "H", "H", "H", "H", "H", "H", "H", "H", "H", "H", "H", "H", "H"],
  "coordinates": [[0.2626, 0.2508, -0.4254], [-0.1537, 0.0351, 3.3062], [0.7275, 0.2788, 2.5641], [0.4462, 0.9345, 1.3316], [2.1606, 0.0081, 2.7540], [2.6175, -0.0606, 4.0624], [3.9640, -0.2617, 4.3177], [4.8586, -0.4040, 3.2654], [4.4081, -0.3607, 1.9507], [3.0538, -0.1561, 1.6795], [2.6511, -0.1182, -0.0933], [3.2408, -1.6075, -0.8651], [3.2990, -1.6775, -2.2645], [3.8247, -2.8008, -2.8734], [4.2561, -3.8730, -2.0939], [4.1435, -3.8281, -0.7082], [3.6313, -2.6977, -0.0860], [3.4037, 1.3688, -0.7463], [3.0471, 2.5815, -0.1400], [3.6448, 3.7589, -0.5645], [4.5852, 3.7309, -1.5901], [4.9351, 2.5287, -2.1917], [4.3481, 1.3423, -1.7758], [1.9060, 0.0455, 4.8747], [4.3186, -0.3063, 5.3399], [5.9134, -0.5629, 3.4647], [5.1165, -0.4864, 1.1377], [2.9413, -0.8532, -2.8733], [3.9002, -2.8472, -3.9552], [4.6688, -4.7554, -2.5736], [4.4623, -4.6731, -0.1081], [3.5551, -2.6681, 0.9936], [2.3399, 2.6026, 0.6809], [3.3965, 4.6979, -0.0826], [5.0636, 4.6512, -1.9094], [5.6793, 2.5111, -2.9781], [4.6507, 0.4062, -2.2271], [0.5866, -4.2874, -1.6853], [-1.2070, -3.0602, -1.7113], [0.0658, 0.1317, -2.5173], [-1.0001, -1.4438, 0.2698], [-3.1164, -2.4961, -2.6081], [-0.1327, 3.9224, 2.1124], [-1.6124, 3.6366, 1.9379], [-2.4302, 4.9105, 1.7362], [-2.1985, 2.7184, 2.9951], [-1.9231, 2.5580, -0.0371], [-4.0714, 1.5580, -0.1667], [-4.0596, 0.4027, 0.7953], [-4.8926, 2.7516, 0.2839], [-4.2453, 1.1712, -1.6163], [-1.2803, 3.8037, -1.8128], [0.2381, 3.8069, -1.8285], [-1.8656, 5.1858, -1.5233], [-1.9078, 3.1597, -3.0383], [-0.0179, 4.5005, 3.0404], [0.2703, 4.5288, 1.3011], [0.4607, 3.0199, 2.2236], [-2.4719, 5.4170, 2.7103], [-3.4673, 4.7253, 1.4393], [-1.9748, 5.6031, 1.0333], [-2.0092, 3.1806, 3.9746], [-1.7377, 1.7332, 3.0156], [-3.2797, 2.6164, 2.8962], [-3.8474, 0.6984, 1.8197], [-3.3753, -0.3832, 0.4882], [-5.0690, -0.0352, 0.7788], [-4.7118, 3.0296, 1.3215], [-5.9472, 2.4466, 0.2161], [-4.7818, 3.6256, -0.3649], [-3.4107, 0.5906, -2.0067], [-4.4343, 2.0293, -2.2573], [-5.1297, 0.5196, -1.6702], [0.6590, 4.2936, -0.9479], [0.5679, 4.3784, -2.7080], [0.6654, 2.8142, -1.9235], [-1.3451, 5.6976, -0.7167], [-2.9404, 5.1673, -1.3089], [-1.7430, 5.7978, -2.4272], [-1.6156, 2.1213, -3.1753], [-1.5591, 3.7112, -3.9217], [-2.9934, 3.2293, -3.0293]],
  "forces_ev_per_angstrom": [[-2.0, -1.4, -0.4], [-0.5, 0.1, 0.2], [0.6, 0.1, -0.6], [-0.1, 0.0, 0.9], [0.2, 0.0, -0.4], [-0.1, -0.1, 0.1], [0.2, 0.0, 0.0], [0.0, 0.0, 0.0], [-0.1, 0.1, 0.0], [0.0, 0.0, 0.0], [0.2, 0.1, 0.3], [-0.2, 0.0, -0.2], [0.0, 0.0, 0.0], [0.0, 0.0, -0.1], [0.0, -0.1, 0.0], [0.0, 0.0, 0.0], [0.1, -0.1, 0.0], [0.0, 0.0, -0.1], [0.1, 0.1, -0.1], [0.0, 0.0, 0.0], [0.0, 0.1, 0.0], [0.0, -0.1, 0.0], [0.0, 0.0, 0.0], [0.1, 0.0, -0.1], [0.0, 0.0, 0.0], [-0.1, 0.0, 0.0], [0.0, 0.0, 0.1], [0.0, -0.1, 0.0], [0.0, 0.0, 0.1], [0.0, 0.1, 0.1], [0.0, 0.1, -0.1], [0.0, 0.0, -0.1], [0.0, 0.0, 0.1], [0.0, -0.1, 0.0], [-0.1, -0.1, 0.0], [0.0, 0.0, 0.0], [0.0, 0.1, 0.0], [-0.2, 0.2, 0.0], [-0.1, -0.2, -0.3], [0.5, 0.3, 0.8], [0.8, 0.9, 0.0], [0.3, -0.1, 0.1], [-0.1, 0.2, 0.4], [0.0, -0.5, -0.7], [-0.1, 0.1, 0.3], [0.1, 0.3, 0.3], [0.4, -0.2, -0.4], [1.1, 0.4, 0.0], [-0.5, -0.1, -0.1], [-0.3, -0.1, -0.1], [-0.4, -0.2, 0.1], [-0.4, -0.4, 0.7], [-0.1, 0.4, -0.3], [0.0, 0.1, -0.4], [0.2, 0.4, -0.2], [0.0, 0.0, -0.1], [0.0, 0.0, 0.0], [0.0, 0.0, 0.0], [0.0, -0.1, -0.1], [0.2, 0.1, 0.1], [0.0, -0.1, 0.2], [-0.1, -0.1, -0.1], [0.0, 0.0, 0.0], [0.0, 0.0, 0.0], [0.0, 0.0, 0.0], [0.0, 0.0, 0.0], [0.1, 0.1, 0.0], [0.0, -0.1, 0.0], [0.1, 0.1, 0.0], [0.0, -0.1, 0.0], [0.0, 0.0, 0.0], [0.0, 0.0, 0.0], [0.1, 0.1, 0.0], [0.0, 0.0, 0.0], [0.0, 0.0, 0.1], [0.1, -0.1, 0.0], [0.0, 0.0, -0.1], [0.1, 0.0, 0.0], [0.0, -0.1, 0.1], [0.0, -0.1, 0.0], [0.0, -0.1, 0.1], [0.1, 0.0, 0.0]],
  "lumo_ev": -11.16,
  "largest_force_ev_per_a": 2.4,
  "energy_ha": -3848.2113,
  "homo_energy_ha": -0.6238,
  "charge": 3,
  "gap_ev": 5.818
}

---

(2)
{
  "formula": "C2H5NP2",
  "method": "ωB97M-V/def2-TZVPD",
  "elements": ["C", "C", "N", "P", "P", "H", "H", "H", "H", "H"],
  "coordinates": [[-1.0401, 0.0744, -0.8988], [0.7088, -0.6591, 0.9836], [-0.6338, -1.4129, -1.0812], [0.4943, -2.0266, -0.2488], [0.2019, 0.9590, 0.1558], [-0.9608, 0.4558, -1.9777], [-2.1649, 0.1994, -0.6531], [0.0200, -0.7444, 1.8847], [1.7271, -0.7520, 1.5181], [1.3733, 1.0304, -0.7444]],
  "forces_ev_per_angstrom": [[-0.4, -1.4, -2.4], [1.0, 0.3, 2.2], [-1.9, 2.1, -1.1], [0.3, -0.2, 1.3], [1.0, -0.4, 0.4], [-0.2, -0.2, 1.5], [2.0, -0.4, 0.1], [0.4, -0.3, -1.2], [-1.2, 0.7, -1.1], [-1.1, -0.2, 0.3]],
  "lumo_ev": -0.02,
  "largest_force_ev_per_a": 3.0,
  "energy_ha": -816.6069,
  "homo_energy_ha": -0.3385,
  "charge": 0,
  "gap_ev": 9.194
}

---

(3)
{
  "formula": "C24H28N6O4S",
  "method": "ωB97M-V/def2-TZVPD",
  "elements": ["C", "H", "C", "H", "H", "C", "N", "C", "N", "C", "N", "N", "C", "C", "C", "C", "C", "C", "C", "H", "H", "H", "H", "S", "C", "C", "C", "N", "C", "O", "N", "H", "H", "C", "O", "C", "H", "H", "C", "H", "H", "C", "H", "H", "C", "C", "O", "O", "C", "C", "H", "H", "H", "H", "H", "H", "H", "H", "H", "H", "H", "H", "H"],
  "coordinates": [[3.9004, 2.5910, 2.3459], [3.5942, 3.1340, 1.4553], [2.7981, 1.6324, 2.7743], [3.1059, 1.0755, 3.6629], [1.8990, 2.1977, 3.0275], [2.4629, 0.6605, 1.6405], [1.3730, -0.2137, 1.9890], [0.0897, -0.0290, 1.6436], [-0.4339, 0.9562, 0.9366], [-1.7488, 0.8162, 0.7669], [-2.5220, -0.1771, 1.1763], [-2.0084, -1.1477, 1.8898], [-0.7246, -1.0932, 2.1647], [0.1668, -1.9461, 2.8923], [-0.0061, -3.1138, 3.6211], [1.1082, -3.6975, 4.1936], [2.3706, -3.1305, 4.0440], [2.5614, -1.9627, 3.3256], [1.4510, -1.3688, 2.7496], [3.5466, -1.5356, 3.2207], [3.2225, -3.6120, 4.5011], [1.0023, -4.6070, 4.7655], [-0.9894, -3.5425, 3.7311], [-2.6149, 2.0908, -0.0626], [-1.2354, 3.2227, -0.5510], [-0.9658, 3.0757, -1.9927], [0.1229, 2.5404, -2.6325], [-0.1933, 2.5102, -3.9884], [-1.4456, 3.0223, -4.2097], [-2.0181, 3.1561, -5.2619], [-1.9060, 3.3565, -2.9470], [-2.8357, 3.6957, -2.7613], [0.4237, 2.2390, -4.7338], [1.3488, 2.0438, -2.0294], [1.7089, 2.4124, -0.9264], [2.1166, 0.9962, -2.8059], [3.1743, 1.0874, -2.5531], [1.9965, 1.1283, -3.8809], [1.6348, -0.4071, -2.4002], [2.1941, -1.1412, -2.9851], [1.8575, -0.5740, -1.3466], [0.1369, -0.6109, -2.6269], [-0.1345, -0.2736, -3.6302], [-0.4236, -0.0120, -1.9067], [-0.2883, -2.0713, -2.4878], [-0.1800, -2.6093, -1.0759], [0.4455, -2.1032, -0.1782], [-0.8569, -3.7486, -0.9770], [-0.8919, -4.4337, 0.2799], [-2.2665, -4.3037, 0.9174], [-3.0316, -4.6366, 0.2206], [-2.3085, -4.9220, 1.8093], [-2.4628, -3.2691, 1.1939], [-0.1163, -4.0211, 0.9328], [-0.6643, -5.4789, 0.0511], [0.3312, -2.7094, -3.1239], [-1.3237, -2.1984, -2.8080], [-0.3644, 2.9346, 0.0372], [-1.5714, 4.2282, -0.3016], [2.1602, 1.2294, 0.7582], [3.3355, 0.0501, 1.3915], [4.1127, 3.3068, 3.1360], [4.8149, 2.0468, 2.1199]],
  "forces_ev_per_angstrom": [[-0.2, -0.1, 0.1], [0.0, 0.1, -0.1], [0.1, -0.1, -0.2], [-0.1, 0.0, 0.0], [-0.1, -0.1, 0.0], [0.2, 0.5, 0.2], [0.0, 0.0, -0.1], [-1.1, -0.1, -0.1], [0.4, -0.3, 0.3], [0.7, 0.0, 0.0], [-0.8, 0.5, -0.5], [0.7, -0.6, 0.7], [0.1, 0.9, -0.4], [0.3, -0.2, 0.2], [0.1, 0.2, -0.1], [-0.1, -0.2, 0.1], [0.0, 0.0, 0.0], [0.1, 0.1, 0.0], [-0.4, -0.6, 0.3], [0.1, 0.1, 0.0], [0.1, 0.0, 0.0], [0.0, -0.1, 0.1], [-0.1, -0.1, 0.0], [-0.2, 0.5, -0.2], [-0.5, -0.5, 0.3], [0.9, -0.4, -0.1], [-0.6, 0.7, 0.7], [0.1, -0.2, -0.1], [0.0, -0.1, -0.2], [-0.3, 0.1, -0.5], [0.0, 0.1, 0.1], [0.0, 0.0, -0.2], [-0.2, 0.1, 0.0], [0.2, 0.0, -0.2], [0.1, 0.0, 0.0], [0.1, -0.1, 0.3], [0.0, 0.1, -0.1], [0.0, 0.0, -0.1], [-0.2, 0.2, -0.1], [0.0, 0.0, 0.0], [0.1, 0.0, 0.0], [0.2, -0.4, 0.1], [-0.1, 0.0, 0.0], [-0.1, 0.1, -0.1], [0.0, 0.3, 0.1], [0.0, 0.1, -0.4], [0.0, 0.0, 0.0], [-0.2, -0.2, -0.2], [0.0, -0.2, 0.6], [0.3, 0.1, -0.3], [-0.1, -0.1, 0.0], [0.0, -0.1, 0.1], [-0.1, -0.1, 0.0], [-0.1, -0.1, -0.1], [0.0, 0.2, 0.0], [-0.1, -0.1, 0.0], [0.1, -0.1, 0.0], [-0.1, 0.2, -0.1], [0.1, 0.0, 0.0], [0.1, -0.2, 0.1], [0.0, 0.0, -0.1], [0.1, 0.1, 0.0], [0.1, 0.0, 0.0]],
  "lumo_ev": 0.01,
  "largest_force_ev_per_a": 1.2,
  "energy_ha": -1959.1075,
  "homo_energy_ha": -0.3020,
  "charge": 0,
  "gap_ev": 8.229
}

---

(4)
{
  "formula": "H3N2PS",
  "method": "ωB97M-V/def2-TZVPD",
  "elements": ["N", "N", "P", "S", "H", "H", "H"],
  "coordinates": [[-2.1726, -0.1638, 0.2194], [-2.0102, 0.9621, -0.1122], [-2.6381, -1.4819, 0.6925], [2.6798, -0.4306, 0.4288], [-1.1294, 1.3775, -0.3124], [1.7287, 0.1292, -0.3211], [3.5417, -0.3925, -0.5950]],
  "forces_ev_per_angstrom": [[0.6, -0.1, 0.2], [-1.1, 3.1, -0.9], [-0.6, -2.6, 0.8], [0.1, 0.0, 0.0], [1.1, -0.3, 0.0], [-0.1, 0.0, 0.0], [0.1, 0.0, 0.0]],
  "lumo_ev": -0.01,
  "largest_force_ev_per_a": 3.4,
  "energy_ha": -850.7519,
  "homo_energy_ha": -0.3065,
  "charge": 0,
  "gap_ev": 8.326
}

---

(5)
{
  "formula": "C5H8O2",
  "method": "ωB97M-V/def2-TZVPD",
  "elements": ["O", "C", "C", "C", "C", "C", "O", "H", "H", "H", "H", "H", "H", "H", "H"],
  "coordinates": [[-1.9741, 0.1856, 0.8697], [-0.5929, 0.1424, 0.9063], [-0.0072, -1.2938, 0.4507], [0.5928, -0.8479, -0.8301], [1.3782, 0.4011, -0.4843], [-0.0015, 1.0398, -0.2136], [-0.7319, 0.6738, -1.3687], [-2.1716, 0.2937, -0.0827], [-0.2647, 0.3857, 1.9216], [0.7461, -1.6142, 1.1830], [-0.7976, -2.0431, 0.3751], [-0.0838, -0.5142, -1.7403], [2.0218, 0.3392, 0.3995], [1.9010, 0.8516, -1.3287], [-0.0814, 2.1192, -0.0251]],
  "forces_ev_per_angstrom": [[0.0, -0.1, -0.2], [0.3, 0.1, 0.1], [-0.1, 0.0, -0.1], [-0.5, 0.6, 0.2], [0.1, 0.1, 0.0], [0.0, 0.3, 0.3], [-0.1, 0.1, 0.2], [-0.1, 0.0, 0.1], [0.0, 0.0, -0.2], [-0.1, 0.1, -0.3], [0.1, 0.2, 0.0], [0.6, -1.0, -0.2], [-0.2, -0.1, -0.1], [-0.1, 0.0, 0.1], [0.1, -0.2, 0.1]],
  "lumo_ev": [-0.70, -0.70],
  "largest_force_ev_per_a": 1.2,
  "energy_ha": -345.6279,
  "homo_energy_ha": [-0.3317, -0.3317],
  "charge": 0,
  "gap_ev": [8.328, 8.326]
}

---

(6)
{
  "formula": "C4H8NO2",
  "method": "ωB97M-V/def2-TZVPD",
  "elements": ["O", "C", "C", "C", "N", "C", "O", "H", "H", "H", "H", "H", "H", "H", "H"],
  "coordinates": [[2.8128, -0.5515, -0.0020], [1.8525, 0.1368, -0.0806], [0.3743, -0.2455, 0.2248], [-0.0144, 0.7182, 1.3632], [-0.4145, -0.1412, -1.0073], [-1.8628, 0.1892, -0.8670], [-2.5369, -0.3666, 0.1413], [1.7930, 1.2157, -0.3739], [0.2612, -1.2715, 0.5866], [-1.0654, 0.9647, 1.3351], [0.1967, 0.3956, 2.3804], [0.5620, 1.6365, 1.2470], [-0.4327, -1.0159, -1.5039], [-2.3236, -0.0242, -1.8398], [-1.8913, 1.2886, -0.8093]],
  "forces_ev_per_angstrom": [[0.7, -0.2, 0.1], [-2.3, 0.3, -0.3], [0.2, -1.0, 0.9], [0.0, 0.4, -0.5], [-1.2, 0.7, -0.1], [2.0, 0.5, -0.2], [-0.4, -0.1, 0.0], [0.9, -0.1, -0.2], [0.5, 0.0, 0.2], [-0.2, 0.2, 0.1], [0.2, -0.6, -0.2], [-0.2, 0.3, -0.1], [0.7, -0.3, 0.0], [-0.3, -0.1, 0.0], [-0.5, 0.1, 0.3]],
  "s2": 0.7542,
  "spin_multiplicity": 2,
  "lumo_ev": [0.87, -2.02],
  "largest_force_ev_per_a": 2.4,
  "energy_ha": -362.3345,
  "homo_energy_ha": [-0.3480, -0.3470],
  "charge": 0,
  "gap_ev": [10.337, 7.419]
}

---

(7)
{
  "formula": "C2H5N5O",
  "method": "ωB97M-V/def2-TZVPD",
  "elements": ["C", "C", "H", "H", "H", "H", "H", "N", "N", "N", "N", "N", "O"],
  "coordinates": [[-0.6183, 0.7180, -0.1789], [1.3617, 1.2487, 0.0044], [-1.7675, -1.4058, -0.1273], [-3.4192, -0.2445, -0.4564], [2.2766, 1.6796, 0.0431], [1.7877, -1.8352, -0.1337], [1.1205, -0.9443, 1.2349], [-2.4854, -0.4727, 0.0405], [-1.8697, 0.6827, 0.3508], [0.2302, 1.9230, -0.0652], [1.3667, -0.0205, -0.4399], [1.9944, -0.9044, 0.4336], [0.0224, -0.4245, -0.7059]],
  "forces_ev_per_angstrom": [[-5.1, 1.8, 2.0], [-3.6, 2.7, -1.8], [-3.3, 3.5, -0.1], [2.4, -1.4, 1.0], [2.8, 1.4, 0.7], [1.1, 1.9, 1.9], [3.3, -0.5, -1.8], [-0.7, -3.7, -0.3], [5.3, 1.0, -3.4], [1.2, -4.6, 1.0], [1.3, -1.3, -1.2], [-4.4, -3.1, 1.0], [-0.2, 2.4, 1.0]],
  "lumo_ev": 0.03,
  "largest_force_ev_per_a": 6.4,
  "energy_ha": -428.0003,
  "homo_energy_ha": -0.2911,
  "charge": 0,
  "gap_ev": 7.949
}